Record 1
Formula: C26H53N6O9
Source: the OMol25 dataset
Level of theory: ωB97M-V/def2-TZVPD

```
94
C26H53N6O9 ωB97M-V/def2-TZVPD
C 5.438 0.473 1.769
C 5.193 -0.286 0.462
C 3.874 -1.041 0.483
C 3.641 -1.935 -0.751
C 2.454 -1.472 -1.601
C 1.107 -1.902 -1.004
C 0.036 -0.812 -1.055
C -1.302 -1.268 -0.418
C -2.477 -1.220 -1.396
C -2.191 -2.160 -2.579
C -3.385 -2.540 -3.463
C -4.740 -2.604 -2.792
O -5.081 -3.831 -2.150
C -4.086 -4.517 -1.661
N -3.202 -5.120 -1.220
N -4.888 -1.505 -1.789
C -6.310 -1.386 -1.287
C -6.930 -0.047 -1.665
C -6.208 1.184 -1.134
C -6.767 2.468 -1.702
O -7.519 2.505 -2.636
O -6.363 3.573 -1.029
C -4.974 3.902 -1.190
C -4.188 3.757 0.109
C -3.800 -1.565 -0.709
N -4.170 -0.687 0.351
C -4.493 -1.279 1.651
C -3.316 -1.489 2.593
C -3.781 -2.004 3.969
H 5.767 -0.200 2.559
H 6.209 1.231 1.624
H 4.526 0.988 2.074
H 6.016 -0.981 0.290
H 5.208 0.427 -0.367
H 3.811 -1.630 1.400
H 3.059 -0.310 0.549
H 3.453 -2.957 -0.417
H 4.540 -1.966 -1.367
H 2.560 -1.834 -2.624
H 2.471 -0.379 -1.648
H 0.733 -2.809 -1.484
H 1.262 -2.143 0.052
H -0.117 -0.461 -2.076
H 0.414 0.035 -0.482
H -1.496 -0.611 0.428
H -1.203 -2.296 -0.064
H -2.582 -0.181 -1.748
H -1.691 -3.049 -2.196
H -1.471 -1.669 -3.231
H -3.488 -1.792 -4.255
H -3.191 -3.480 -3.977
H -5.518 -2.437 -3.534
H -4.704 -0.650 -2.321
H -6.879 -2.162 -1.797
H -6.346 -1.607 -0.227
H -7.949 -0.044 -1.280
H -7.020 0.007 -2.753
H -5.144 1.171 -1.395
H -6.228 1.207 -0.046
H -4.911 4.926 -1.554
H -4.520 3.282 -1.967
H -4.098 4.697 0.645
H -4.654 3.024 0.767
H -3.171 3.423 -0.095
H -3.756 -2.584 -0.322
H -3.506 0.070 0.440
H -4.996 -2.236 1.499
H -5.227 -0.636 2.147
H -2.753 -0.559 2.689
H -2.636 -2.222 2.151
H -4.841 -2.250 3.956
H -3.593 -1.260 4.738
H -3.228 -2.900 4.241
C 9.525 1.191 2.513
N 8.661 0.031 2.859
O 8.444 -0.795 1.996
O 8.221 -0.013 3.987
H 9.834 1.097 1.479
H 8.939 2.091 2.672
H 10.379 1.173 3.182
C 13.234 -0.890 0.550
N 12.588 0.402 0.909
O 12.820 0.871 2.003
O 11.861 0.902 0.077
H 13.845 -1.209 1.385
H 12.438 -1.598 0.341
H 13.831 -0.715 -0.340
C -0.396 7.129 1.258
N -1.211 5.889 1.377
O -1.214 5.112 0.442
O -1.829 5.732 2.405
H 0.091 7.127 0.291
H -1.073 7.971 1.364
H 0.324 7.119 2.070
```

Properties
Orbital gap, eV: 9.631
HOMO level, eV: -12.22
Net charge: +1

Atom charges from the Mulliken analysis, given in e for atoms 1 to 5: C -1.238; C -0.421; C -0.382; C -1.030; C -1.106

***

Record 2
Formula: C26H54BrN2O6PS
Source: the OMol25 dataset
Level of theory: ωB97M-V/def2-TZVPD

```
91
C26H54BrN2O6PS ωB97M-V/def2-TZVPD
C -4.663 2.739 -1.754
C -4.064 1.365 -1.256
C -2.670 1.183 -1.917
C -2.949 0.961 -3.441
P -1.630 -0.287 -1.284
C -0.486 0.750 -0.116
C 0.363 1.852 -0.811
C 0.484 3.077 0.142
S -0.966 4.134 0.261
O -0.610 5.154 1.230
O -2.148 3.462 0.688
O -1.263 4.889 -1.134
O -2.560 -0.608 0.165
C -2.698 -2.010 0.159
C -3.541 -2.291 1.410
C -2.741 -1.675 2.634
C -1.108 -1.811 2.508
O -2.112 -2.574 3.472
C -3.295 -2.330 -1.278
C -4.830 -2.094 -1.111
C -5.640 -1.998 -2.415
N -6.728 -1.353 -2.434
C -3.153 -3.785 -1.800
C -3.080 -3.902 -3.345
C -3.950 -5.049 -3.919
Br -3.727 -6.744 -2.939
O -2.613 -1.452 -2.161
H -3.863 3.486 -1.840
H -5.142 2.618 -2.737
H -5.433 3.043 -1.028
H -4.040 1.440 -0.165
H -4.752 0.604 -1.643
H -2.156 2.157 -1.861
H -2.121 0.449 -3.950
H -3.855 0.358 -3.591
H -3.104 1.926 -3.954
H -0.741 0.051 -2.404
H -0.674 -1.357 -1.068
H -1.115 1.129 0.703
H 0.221 0.031 0.341
H 0.018 2.121 -1.816
H 1.390 1.448 -0.872
H 1.289 3.713 -0.270
H 0.761 2.755 1.150
H -0.643 5.641 -1.133
H -1.797 -2.643 0.213
H -4.455 -1.687 1.473
H -3.679 -3.350 1.657
H -3.125 -0.744 3.069
H -0.342 -2.015 3.273
H -1.078 -0.681 2.741
H -5.290 -2.905 -0.520
H -5.051 -1.175 -0.548
H -5.365 -2.497 -3.348
H -6.906 -0.962 -1.505
H -2.299 -4.330 -1.369
H -4.045 -4.343 -1.474
H -3.401 -2.989 -3.864
H -2.040 -4.083 -3.643
H -3.557 -5.259 -4.922
H -5.002 -4.772 -4.036
C 6.767 -0.751 -0.411
C 7.149 0.636 0.099
C 7.495 0.667 1.589
C 6.388 0.372 2.592
N 5.237 1.360 2.642
C 4.140 0.987 1.654
C 3.264 0.010 2.407
C 3.174 0.638 3.788
C 4.547 1.264 4.022
C 5.686 2.770 2.429
H 5.889 -1.152 0.102
H 6.538 -0.709 -1.475
H 7.590 -1.454 -0.274
H 6.357 1.350 -0.139
H 8.028 0.973 -0.455
H 7.958 1.628 1.827
H 8.282 -0.072 1.767
H 6.843 0.391 3.582
H 5.963 -0.620 2.445
H 3.588 1.896 1.414
H 4.574 0.568 0.751
H 3.731 -0.976 2.461
H 2.285 -0.112 1.944
H 2.919 -0.087 4.558
H 2.405 1.412 3.805
H 5.163 0.660 4.683
H 4.462 2.265 4.438
H 6.042 2.884 1.409
H 6.473 2.995 3.146
H 4.834 3.428 2.585
```

Properties
Orbital gap, eV: 5.098
HOMO level, eV: -6.04
Net charge: 0

Atom charges from the Mulliken analysis, given in e for atoms 1 to 5: C -1.496; C 0.296; C 0.755; C -1.664; P 0.306

***

Record 3
Formula: C26H54Cl20N2O2
Source: the OMol25 dataset
Level of theory: ωB97M-V/def2-TZVPD

```
104
C26H54Cl20N2O2 ωB97M-V/def2-TZVPD
C -2.435 -0.988 -4.032
N -3.758 -1.556 -3.624
C -3.839 -2.696 -2.868
C -5.212 -2.854 -2.168
O -2.960 -3.507 -2.851
H -1.680 -0.961 -3.235
H -2.688 0.057 -4.281
H -1.924 -1.547 -4.834
H -4.302 -0.734 -3.439
H -5.862 -1.985 -2.125
H -5.070 -3.194 -1.141
H -5.821 -3.620 -2.685
C 0.218 0.974 -1.614
N -0.026 0.305 -0.351
C 0.820 -0.670 0.120
C 1.913 -0.996 -0.783
O 0.568 -1.189 1.195
H 1.108 1.595 -1.601
H -0.590 1.669 -1.713
H 0.390 0.290 -2.509
H -0.750 0.619 0.190
H 2.621 -1.646 -0.249
H 2.446 -0.106 -1.109
H 1.585 -1.498 -1.692
Cl -0.653 -4.441 0.463
C -2.394 -4.080 0.719
C -2.507 -2.588 0.837
Cl -4.150 -2.134 1.430
H -2.601 -4.566 1.664
H -2.944 -4.461 -0.102
H -2.315 -2.063 -0.099
H -1.853 -2.140 1.556
Cl 4.307 -0.444 2.237
C 5.545 0.558 1.380
C 5.201 0.526 -0.059
Cl 3.997 1.771 -0.431
H 6.536 0.096 1.554
H 5.528 1.518 1.846
H 4.897 -0.452 -0.366
H 6.059 0.885 -0.644
Cl 5.638 -3.250 -0.425
C 4.997 -4.810 0.262
C 3.948 -4.493 1.265
Cl 3.053 -5.976 1.773
H 5.812 -5.408 0.685
H 4.582 -5.338 -0.603
H 3.222 -3.792 0.847
H 4.293 -4.125 2.229
Cl 3.245 7.086 -3.664
C 3.237 6.130 -2.147
C 3.071 4.766 -2.637
Cl 1.442 4.324 -3.242
H 2.428 6.515 -1.534
H 4.208 6.366 -1.640
H 3.234 4.045 -1.839
H 3.768 4.449 -3.402
Cl -2.323 1.747 2.232
C -1.875 0.234 3.108
C -1.970 0.480 4.644
Cl -3.630 0.754 5.159
H -0.837 0.039 2.755
H -2.570 -0.535 2.791
H -1.387 1.348 4.927
H -1.582 -0.417 5.165
Cl 2.569 -4.757 -2.506
C 0.987 -5.097 -3.193
C 0.208 -3.864 -3.132
Cl 0.724 -2.559 -4.238
H 0.533 -5.812 -2.528
H 1.014 -5.590 -4.150
H 0.139 -3.495 -2.127
H -0.799 -4.030 -3.493
Cl 1.513 1.213 4.450
C 1.020 2.514 3.329
C 1.929 2.832 2.230
Cl 3.420 3.521 2.724
H 0.900 3.397 3.924
H 0.051 2.186 2.976
H 1.450 3.449 1.478
H 2.203 1.901 1.740
Cl -3.181 5.054 -1.793
C -2.772 4.014 -3.180
C -3.911 3.199 -3.697
Cl -4.363 1.798 -2.617
H -1.828 3.504 -2.912
H -2.479 4.701 -3.949
H -3.600 2.719 -4.602
H -4.786 3.815 -3.745
Cl 0.611 -1.644 6.034
C 0.763 -2.153 4.301
C 0.070 -3.440 3.868
Cl -1.672 -3.179 4.249
H 1.798 -1.983 3.968
H 0.271 -1.349 3.803
H 0.503 -4.380 4.263
H 0.228 -3.474 2.814
Cl -4.800 6.623 2.137
C -3.860 5.191 1.928
C -2.464 5.455 1.495
Cl -1.405 5.881 2.907
H -4.292 4.473 1.193
H -3.783 4.682 2.892
H -2.332 6.240 0.788
H -1.988 4.565 1.078
```

Properties
Orbital gap, eV: 10.072
HOMO level, eV: -9.93
Net charge: 0

Atom charges from the Mulliken analysis, given in e for atoms 1 to 5: C -0.272; N -0.211; C 0.596; C -0.992; O -0.529

***

Record 4
Formula: C26H54O2P4W
Source: the OMol25 dataset
Level of theory: ωB97M-V/def2-TZVPD

```
87
C26H54O2P4W ωB97M-V/def2-TZVPD
P -2.621 0.774 2.577
C -1.966 2.428 2.792
H -2.742 3.072 3.209
H -1.642 2.833 1.828
H -1.112 2.412 3.478
C -3.903 0.650 1.341
H -4.404 -0.324 1.385
H -3.482 0.778 0.334
H -4.658 1.434 1.503
C -3.138 -0.064 4.069
H -4.194 0.165 4.262
H -2.549 0.294 4.921
H -3.018 -1.149 3.995
P 1.855 -3.493 1.667
C 3.001 -2.081 1.694
H 3.866 -2.332 2.316
H 2.490 -1.202 2.095
H 3.321 -1.853 0.673
C 1.799 -4.068 3.393
H 1.090 -4.894 3.459
H 1.443 -3.249 4.024
H 2.803 -4.390 3.709
C 2.755 -4.773 0.733
H 3.498 -5.263 1.382
H 3.246 -4.298 -0.122
H 2.032 -5.502 0.368
P -0.050 -1.256 -3.450
C 1.142 -0.073 -4.085
H 0.705 0.430 -4.950
H 2.047 -0.608 -4.384
H 1.407 0.667 -3.322
C 0.044 -2.880 -4.185
H 0.428 -2.789 -5.209
H -0.947 -3.353 -4.223
H 0.719 -3.524 -3.614
C -1.754 -0.724 -3.526
H -2.024 -0.558 -4.580
H -1.903 0.211 -2.973
H -2.437 -1.471 -3.108
W -1.152 -3.076 0.571
C -1.288 -0.676 1.682
O -0.243 -0.059 1.879
C 0.088 -1.761 -1.350
O 1.152 -1.198 -1.094
C -1.292 -4.887 -0.330
C -2.234 -3.970 -0.869
C -3.097 -3.257 0.001
C -2.951 -3.378 1.403
C -2.012 -4.291 1.933
C -1.139 -5.003 1.080
H -0.682 -5.499 -0.972
H -2.283 -3.814 -1.935
H -3.834 -2.574 -0.398
H -3.582 -2.819 2.083
H -1.979 -4.463 3.001
H -0.440 -5.690 1.493
C 2.755 2.502 1.557
C 1.368 3.059 1.191
C 1.297 4.566 1.450
P 0.819 2.448 -0.485
C -0.848 3.102 -1.021
C -1.226 4.500 -0.535
C -1.039 2.997 -2.542
C 2.056 3.014 -1.751
C 2.403 4.499 -1.695
C 3.314 2.128 -1.713
H 3.560 3.043 1.042
H 2.840 1.429 1.342
H 2.908 2.637 2.638
H 0.636 2.564 1.855
H 1.629 5.161 0.592
H 0.287 4.887 1.730
H 1.958 4.808 2.294
H -1.524 2.370 -0.536
H -0.493 5.256 -0.848
H -2.190 4.774 -0.988
H -1.358 4.560 0.552
H -2.106 3.122 -2.776
H -0.491 3.789 -3.072
H -0.724 2.025 -2.942
H 1.551 2.832 -2.716
H 3.016 4.749 -0.819
H 3.004 4.739 -2.585
H 1.517 5.148 -1.723
H 3.053 1.060 -1.692
H 3.909 2.320 -2.618
H 3.942 2.352 -0.842
```

Properties
Orbital gap (alpha / beta), eV: 5.806 / 4.157
Spin multiplicity: 3
HOMO level (alpha / beta), eV: -18.54 / -18.44
Net charge: +4
⟨S²⟩: 2.017

Atom charges from the Mulliken analysis, given in e for atoms 1 to 5: P 0.748; C -0.626; H 0.572; H -0.189; H 0.474

***

Record 5
Formula: C26H55N7O7
Source: the OMol25 dataset
Level of theory: ωB97M-V/def2-TZVPD

```
95
C26H55N7O7 ωB97M-V/def2-TZVPD
C -1.648 -6.657 2.225
C -1.820 -5.254 2.976
C -1.523 -4.053 2.012
C -2.692 -3.676 1.001
C -4.028 -4.444 1.271
N -2.822 -2.193 0.996
C -1.657 -1.444 0.571
N -0.574 -1.877 0.030
C 0.572 -0.987 -0.341
O 1.673 -1.541 -0.473
O 0.439 0.241 -0.559
N -2.032 -0.073 0.921
C -3.386 -0.038 0.235
C -3.863 -1.585 0.132
C -5.360 -1.509 0.627
C -5.523 -1.536 2.185
C -7.083 -1.624 2.490
C -7.619 -3.104 2.524
O -7.569 -3.775 1.265
C -8.794 -3.681 0.536
H -1.843 -6.437 1.137
H -2.363 -7.418 2.619
H -0.590 -7.009 2.279
H -1.000 -5.246 3.750
H -2.772 -5.179 3.547
H -1.216 -3.168 2.633
H -0.632 -4.331 1.377
H -2.358 -3.969 -0.044
H -3.868 -5.546 1.115
H -4.875 -4.156 0.605
H -4.338 -4.350 2.347
H -0.470 -2.870 -0.182
H -2.248 -0.204 1.916
H -3.146 0.413 -0.755
H -4.036 0.609 0.876
H -3.655 -1.814 -0.946
H -5.779 -0.522 0.281
H -5.948 -2.293 0.089
H -5.186 -0.578 2.676
H -4.957 -2.353 2.695
H -7.337 -1.114 3.451
H -7.663 -1.089 1.683
H -7.025 -3.645 3.312
H -8.685 -3.088 2.890
H -9.489 -2.891 0.921
H -8.523 -3.399 -0.521
H -9.349 -4.655 0.470
C 4.354 -0.583 -3.601
C 4.573 0.869 -3.944
O 5.228 1.214 -4.925
N 4.021 1.800 -3.132
C 3.224 1.587 -1.938
H 4.855 -1.205 -4.341
H 4.775 -0.808 -2.620
H 3.289 -0.819 -3.616
H 4.207 2.753 -3.422
H 2.251 2.056 -2.086
H 3.727 2.069 -1.097
H 3.084 0.532 -1.717
C 5.246 6.978 -3.321
C 5.380 5.485 -3.451
O 4.419 4.757 -3.673
N 6.619 4.943 -3.316
C 7.871 5.622 -3.055
H 4.202 7.257 -3.453
H 5.567 7.299 -2.329
H 5.833 7.474 -4.084
H 6.631 3.938 -3.417
H 8.560 5.408 -3.875
H 8.293 5.231 -2.127
H 7.740 6.698 -2.966
C -0.826 -6.895 6.513
C -1.250 -5.541 7.022
O -2.185 -4.926 6.529
N -0.556 -5.006 8.061
C 0.573 -5.571 8.775
H -1.472 -7.184 5.686
H 0.203 -6.857 6.149
H -0.919 -7.642 7.302
H -0.897 -4.100 8.346
H 0.305 -5.665 9.829
H 1.419 -4.887 8.685
H 0.855 -6.545 8.386
C 5.045 11.389 -5.239
C 5.679 10.032 -5.397
O 6.023 9.359 -4.434
N 5.866 9.559 -6.658
C 5.530 10.196 -7.916
H 4.965 11.625 -4.180
H 5.662 12.152 -5.717
H 4.043 11.391 -5.671
H 6.294 8.646 -6.684
H 4.836 9.550 -8.457
H 6.443 10.306 -8.504
H 5.075 11.171 -7.770
```

Properties
Orbital gap, eV: 7.867
HOMO level, eV: -7.77
Net charge: 0

Atom charges from the Mulliken analysis, given in e for atoms 1 to 5: C -1.427; C -0.285; C -0.695; C 0.488; C -1.590

***

Number 1: calculated total energy -55174.33921 eV. Number 2: calculated total energy -133258.80682 eV. Number 3: calculated total energy -285364.57756 eV. Number 4: calculated total energy -70867.20252 eV. Number 5: calculated total energy -52615.49896 eV.